C6H5NO | ωB97M-V with the def2-TZVPD basis set

Positions of all 13 atoms, in Å:
1 C -1.38 -1.88 -0.95
2 C -1.11 -0.59 -1.02
3 C -1.03 0.76 -1.32
4 O -1.61 1.75 -1.62
5 C 0.18 0.26 -0.60
6 C 0.32 1.13 0.66
7 C 1.45 1.72 1.13
8 N 2.46 2.26 1.61
9 H -0.61 -2.58 -0.52
10 H -2.24 -2.31 -1.40
11 H 1.14 0.08 -1.04
12 H -0.66 1.21 1.11
13 H 2.62 3.23 1.38

Results
Lowest unoccupied orbital energy, eV: -0.525
2S+1: 1
HOMO-LUMO gap, hartree: 0.293
E_HOMO, eV: -8.5
E, Eh: -361.45088
SMILES: C=C1C(=O)[C@H]1C=C=N

Results of the Löwdin charge analysis, in e, for atoms 1 through 6: C 0.100; C -0.116; C -0.395; O 0.145; C -0.111; C -0.058